Entry 1:
{"formula": "C21H20ClN2O5S", "method": "ωB97M-V/def2-TZVPD", "elements": ["N", "C", "C", "C", "C", "C", "S", "C", "Cl", "O", "O", "C", "C", "H", "H", "H", "H", "H", "C", "C", "C", "C", "C", "C", "C", "C", "C", "C", "C", "N", "O", "O", "C", "C", "O", "H", "H", "H", "H", "H", "H", "H", "H", "H", "H", "H", "H", "H", "H", "H"], "coordinates": [[-9.745539, 1.327957, 0.418643], [-8.583247, 1.233795, 0.307044], [-7.149142, 1.153288, 0.131851], [-6.478518, -0.074753, 0.151601], [-5.099971, -0.132900, -0.080740], [-4.376132, 1.033701, -0.371255], [-2.648841, 0.957478, -0.972102], [-1.354037, 1.211119, 0.199448], [-0.710511, 2.733263, 0.403708], [-2.524512, -0.422068, -1.397633], [-2.551737, 2.048523, -1.916690], [-5.031849, 2.267380, -0.305709], [-6.409153, 2.322237, -0.077625], [-7.048073, -0.988794, 0.338274], [-4.605688, -1.100738, -0.058083], [-1.295454, 0.550973, 1.054319], [-4.479219, 3.189437, -0.463087], [-6.932744, 3.280235, -0.076968], [4.273080, -1.304223, -2.551683], [2.782759, -1.591866, -2.680930], [2.461692, -1.863434, -4.142217], [2.422184, -2.816784, -1.857369], [1.906076, -0.393938, -2.186945], [2.162772, 0.107997, -0.817353], [1.388836, -0.052202, 0.282423], [1.956760, 0.164463, 1.602918], [1.280824, -0.275099, 2.777079], [1.868564, -0.175428, 4.025103], [3.116269, 0.470740, 4.144420], [3.653447, 0.809269, 5.415501], [4.748010, 1.419909, 5.431026], [3.039953, 0.497675, 6.456989], [3.827178, 0.887231, 3.006866], [3.234476, 0.776531, 1.760317], [1.097994, 0.147609, -2.925875], [4.585995, -1.154612, -1.512527], [4.829271, -2.163737, -2.951784], [4.544517, -0.426870, -3.149536], [1.391515, -2.040619, -4.271031], [2.758239, -1.007324, -4.751230], [3.013666, -2.740957, -4.494322], [1.336361, -2.960302, -1.858698], [2.887772, -3.709815, -2.292848], [2.763238, -2.724855, -0.822853], [3.083598, 0.698309, -0.781069], [0.367000, -0.430836, 0.213419], [0.279576, -0.695569, 2.674385], [1.389072, -0.561062, 4.917766], [4.812682, 1.320711, 3.149351], [3.761011, 1.198964, 0.905728]], "forces_ev_per_angstrom": [[2.4, -0.2, -0.2], [-2.0, 0.2, 0.1], [0.2, 0.0, -0.1], [0.2, -0.1, 0.1], [-0.4, 0.2, 0.0], [-0.3, 0.0, -0.1], [2.7, 0.4, 2.0], [-2.6, -2.2, -1.5], [0.7, 2.1, 0.4], [-0.6, -0.3, -0.1], [-0.6, -0.1, -0.2], [-0.4, -0.1, 0.0], [0.2, 0.2, 0.1], [0.2, 0.3, -0.1], [0.0, 0.2, -0.2], [-0.4, 0.0, 0.0], [0.0, -0.2, -0.1], [0.2, -0.2, 0.0], [0.2, 0.1, 0.0], [-0.4, 0.2, 0.0], [-0.1, 0.1, -0.1], [-0.2, -0.3, 0.3], [-0.8, 0.6, -1.3], [-0.4, 0.2, 0.8], [0.7, -0.4, -1.4], [0.5, 0.9, 1.4], [0.4, 0.0, -0.9], [0.7, 0.6, 0.3], [-0.8, -0.5, -1.5], [1.4, 0.4, 2.4], [-1.8, -1.0, 0.2], [0.8, 0.4, -1.8], [-0.6, 0.1, 0.2], [-0.4, -0.4, 0.4], [0.9, -0.7, 0.7], [0.0, 0.0, -0.1], [-0.1, 0.2, 0.1], [0.1, -0.1, 0.2], [0.1, 0.1, -0.1], [-0.2, 0.0, -0.1], [0.0, 0.0, 0.1], [0.1, -0.1, 0.1], [-0.1, 0.1, 0.1], [-0.1, 0.0, 0.0], [0.0, -0.6, 0.2], [0.4, -0.2, -0.2], [0.3, 0.0, 0.0], [-0.1, 0.2, -0.1], [-0.3, 0.1, -0.1], [-0.1, -0.3, 0.3]], "mulliken_charge": [-0.553, 0.044, 0.465, -0.640, -0.197, -0.062, 1.365, -0.603, -0.281, -0.720, -0.720, -0.338, -0.643, 0.383, 0.409, 0.364, 0.394, 0.384, -1.816, 2.289, -1.773, -1.774, -0.400, -0.785, 0.151, 1.238, -0.495, -0.487, -0.133, 0.944, -0.611, -0.606, -0.484, -0.561, -0.606, 0.369, 0.457, 0.382, 0.369, 0.376, 0.441, 0.380, 0.458, 0.366, 0.312, 0.388, 0.345, 0.444, 0.451, 0.316], "charge": -1, "e_homo_ev": -3.47, "orbital_gap_ev": 4.376, "energy_ev": -58672.88016, "molar_mass_g_mol": 447.9}



Entry 2:
{"formula": "C5H10O", "method": "ωB97M-V/def2-TZVPD", "elements": ["C", "C", "C", "C", "C", "H", "H", "H", "H", "H", "H", "H", "H", "H", "H", "O"], "coordinates": [[1.602495, -1.196193, -0.249826], [1.854016, 0.307793, 0.328814], [0.658998, 1.269170, -0.126981], [-0.625327, 0.938571, -0.387642], [-2.575601, -0.336766, 0.270056], [2.562765, -1.809635, 0.097341], [0.496293, -1.743895, 0.163980], [1.607033, -1.199611, -1.601345], [1.948462, 0.340567, 1.585090], [2.956200, 0.815047, -0.089331], [0.934951, 2.313984, -0.227716], [-1.369319, 1.743819, -0.639749], [-2.521728, -0.262696, 1.579826], [-3.498701, 0.525507, -0.154350], [-2.872694, -1.386755, -0.097028], [-1.157841, -0.318902, -0.451140]], "forces_ev_per_angstrom": [[0.2, -0.8, -0.9], [0.3, 0.8, 0.2], [0.7, -1.5, 0.6], [0.5, 1.3, -0.2], [-0.5, -0.1, 0.2], [-2.3, 0.9, -0.9], [3.8, 1.9, -1.3], [-0.1, 0.1, 4.5], [-0.3, -0.3, -3.5], [-3.3, -1.7, 1.1], [-0.3, 0.0, 0.1], [0.9, -0.7, 0.2], [0.2, -0.2, -4.3], [3.4, -2.5, 1.1], [0.0, 1.8, 1.1], [-3.2, 1.0, 2.2]], "mulliken_charge": [-0.793, -0.309, -0.420, -0.051, -0.581, 0.300, 0.178, 0.204, 0.232, 0.234, 0.305, 0.258, 0.247, 0.277, 0.214, -0.295], "charge": 0, "e_above_lowest_ev": 5.7893, "e_homo_ev": -8.68, "orbital_gap_ev": 9.501, "energy_ev": -7388.97601, "molar_mass_g_mol": 86.1}